one:
# C5H5F2N

One molecule with the formula C5H5F2N (the ωB97M-V functional and the def2-TZVPD basis, OMol25).

Output
* highest occupied orbital energy: -0.4096 Ha
* Kohn-Sham gap: 0.4383 hartree
* spin multiplicity: 1

Geometry (Å):
1 N 3.204 -0.164 0.282
2 C 2.211 -0.605 -0.151
3 C 0.781 -0.802 -0.584
4 C -0.017 0.414 -0.296
5 F 0.389 1.523 -0.947
6 C -0.674 0.560 1.036
7 C -1.464 0.210 -0.104
8 F -1.847 -1.142 -0.367
9 H 0.802 -0.650 -1.648
10 H 0.247 -1.743 -0.250
11 H -0.421 -0.077 1.808
12 H -0.960 1.535 1.505
13 H -2.251 0.940 -0.284



two:
# C5H5F2N

A 2-piece molecular cluster, C5H5F2N overall (the ωB97M-V functional and the def2-TZVPD basis, OMol25).

Output
* highest occupied orbital energy: -0.3788 Ha
* Kohn-Sham gap: 0.3878 hartree
* spin multiplicity: 1

Geometry (Å):
1 N -1.150 0.593 -2.925
2 C -1.008 0.406 -1.815
3 C -0.701 0.213 -0.449
4 C -0.754 0.866 0.734
5 C -0.168 -0.163 1.549
6 C -0.015 -1.031 0.276
7 F 1.273 -1.114 -0.141
8 H -1.374 1.753 0.886
9 H 0.802 -0.005 1.855
10 H -0.643 -0.571 2.396
11 H -0.511 -2.033 0.124
12 F 2.016 0.935 -1.490
13 H 2.233 0.152 -1.001



three:
# C5H5F2N

One molecule with the formula C5H5F2N (the ωB97M-V functional and the def2-TZVPD basis, OMol25).

Output
* highest occupied orbital energy: -0.3220 Ha
* Kohn-Sham gap: 0.3539 hartree
* spin multiplicity: 1

Geometry (Å):
1 F -2.671 -0.190 0.370
2 C -1.742 0.786 0.106
3 F -2.070 1.372 -1.090
4 C -0.386 0.185 0.018
5 C 0.795 0.797 -0.485
6 C 1.811 -0.104 -0.333
7 N 1.293 -1.241 0.235
8 C -0.039 -1.073 0.456
9 H -1.851 1.572 0.877
10 H 0.857 1.816 -0.892
11 H 2.859 -0.030 -0.588
12 H 1.807 -2.068 0.439
13 H -0.665 -1.823 0.888



Most stable pick: three. Distance to second place: 53.2 kcal/mol.



one:
# CH13O5S

A 6-piece molecular cluster, CH13O5S overall (the ωB97M-V functional and the def2-TZVPD basis, OMol25).

Output
* net charge: -1
* highest occupied orbital energy: -0.1369 Ha
* Kohn-Sham gap: 0.2543 hartree
* spin multiplicity: 1

Geometry (Å):
1 C -0.505 0.411 2.406
2 S -0.997 0.746 0.691
3 H 0.578 0.266 2.492
4 H -0.701 1.209 3.128
5 H -1.082 -0.459 2.729
6 H -0.237 3.767 -1.274
7 H -1.052 3.559 -0.056
8 O -0.895 4.240 -0.737
9 H 3.463 -3.410 0.925
10 H 2.946 -2.113 1.470
11 O 3.769 -2.601 1.352
12 H 2.039 -1.097 -0.305
13 H 0.604 -0.436 -0.155
14 O 1.151 -1.102 -0.663
15 H -1.388 -2.048 -2.266
16 H -0.019 -2.332 -1.553
17 O -0.660 -2.663 -2.195
18 H -2.002 1.025 -1.304
19 H -2.475 1.931 -2.583
20 O -2.538 1.109 -2.103



two:
# CH13O5S

A 6-piece molecular cluster, CH13O5S overall (the ωB97M-V functional and the def2-TZVPD basis, OMol25).

Output
* net charge: -1
* highest occupied orbital energy: -0.1480 Ha
* Kohn-Sham gap: 0.2807 hartree
* spin multiplicity: 1

Geometry (Å):
1 C -1.051 -3.030 -0.395
2 S 0.467 -2.053 -0.138
3 H -1.468 -3.294 0.574
4 H -1.848 -2.560 -0.988
5 H -0.823 -3.909 -1.005
6 H 2.972 -0.286 0.290
7 H 2.514 -0.373 -1.108
8 O 3.174 0.095 -0.581
9 H -0.208 0.566 -2.246
10 H -0.201 -0.249 -0.950
11 O -0.537 0.609 -1.367
12 H -0.662 -0.303 1.475
13 H 0.137 0.760 2.162
14 O -0.733 0.380 2.167
15 H -1.723 1.819 1.019
16 H -1.412 2.215 -0.331
17 O -1.785 2.595 0.455
18 H 1.489 1.845 -0.043
19 H 0.376 2.506 0.594
20 O 1.322 2.668 0.415



Most stable pick: two. Distance to second place: 14.2 kcal/mol.



one:
# C6H9N3O2

One molecule with the formula C6H9N3O2 (the ωB97M-V functional and the def2-TZVPD basis, OMol25).

Output
* highest occupied orbital energy: -0.3031 Ha
* Kohn-Sham gap: 0.3155 hartree
* spin multiplicity: 1

Geometry (Å):
1 N -1.414 1.155 1.457
2 C -1.482 0.969 0.095
3 C -0.144 1.322 -0.684
4 C 1.156 0.509 -0.450
5 C 2.518 0.793 -0.429
6 N 3.179 -0.365 -0.090
7 C 2.214 -1.136 0.491
8 N 0.995 -0.653 0.240
9 C -2.122 -0.554 -0.203
10 O -3.198 -0.622 -0.635
11 O -1.354 -1.560 -0.127
12 H -0.447 0.972 1.802
13 H -2.120 0.647 1.959
14 H -2.240 1.642 -0.389
15 H -0.398 1.373 -1.663
16 H 0.069 2.422 -0.445
17 H 3.108 1.664 -0.723
18 H 4.138 -0.333 0.096
19 H 2.493 -1.928 1.275
20 H -0.341 -1.377 0.015



two:
# C6H9N3O2

One molecule with the formula C6H9N3O2 (the ωB97M-V functional and the def2-TZVPD basis, OMol25).

Output
* highest occupied orbital energy: -0.3291 Ha
* Kohn-Sham gap: 0.3241 hartree
* spin multiplicity: 1

Geometry (Å):
1 C 1.371 2.526 0.028
2 C 0.537 1.332 -0.010
3 N -0.772 1.367 -0.070
4 C -1.237 0.119 -0.110
5 C -2.712 -0.238 -0.318
6 N -0.178 -0.764 -0.124
7 C -0.314 -2.124 0.474
8 C 1.008 -0.027 -0.006
9 N 2.276 -0.676 -0.242
10 O 3.192 -0.062 0.165
11 O 2.278 -1.850 -0.622
12 H 0.781 3.293 0.627
13 H 1.395 2.974 -1.022
14 H 2.449 2.470 0.315
15 H -3.204 0.612 -0.771
16 H -2.672 -1.067 -1.041
17 H -3.253 -0.539 0.574
18 H 0.466 -2.101 1.305
19 H -1.374 -2.348 0.941
20 H -0.038 -2.899 -0.094



Most stable pick: one. Distance to second place: 60.9 kcal/mol.



one:
# C4H9NO

A 2-piece molecular cluster, C4H9NO overall (the ωB97M-V functional and the def2-TZVPD basis, OMol25).

Output
* net charge: -1
* highest occupied orbital energy (alpha / beta): -0.0662 / -0.1062 Ha
* expectation value of S²: 0.757
* Kohn-Sham gap (alpha / beta): 0.2221 / 0.2568 hartree
* spin multiplicity: 2

Geometry (Å):
1 C 0.211 -1.017 -1.526
2 C 0.046 0.175 -0.821
3 N 0.080 0.046 0.648
4 C -0.802 0.900 1.372
5 C 0.524 -1.149 1.297
6 O -0.233 1.303 -1.243
7 H 2.180 -0.466 -0.916
8 H -0.126 -1.936 -1.059
9 H 0.265 -1.069 -2.603
10 H -1.091 1.722 0.719
11 H -0.331 1.298 2.284
12 H -1.731 0.402 1.700
13 H 0.966 -0.912 2.265
14 H -0.299 -1.889 1.395
15 H 1.228 -1.656 0.645



two:
# C4H9NO

An isolated ion of composition C4H9NO and charge -1 (the ωB97M-V functional and the def2-TZVPD basis, OMol25).

Output
* net charge: -1
* highest occupied orbital energy (alpha / beta): 0.0325 / -0.1105 Ha
* expectation value of S²: 0.754
* Kohn-Sham gap (alpha / beta): 0.1112 / 0.2499 hartree
* spin multiplicity: 2

Geometry (Å):
1 O 2.717 -0.680 -1.082
2 C 2.419 -0.699 0.151
3 C 1.033 -0.564 0.761
4 C 0.043 -0.052 -0.296
5 C -1.324 0.344 0.179
6 N -2.157 0.697 -0.972
7 H 3.189 -0.777 0.956
8 H 0.702 -1.604 1.008
9 H 0.956 0.122 1.602
10 H 0.006 -0.828 -1.055
11 H 0.452 0.822 -0.836
12 H -1.730 -0.488 0.765
13 H -1.388 1.142 0.967
14 H -1.845 1.527 -1.472
15 H -3.073 1.036 -0.675



three:
# C4H9NO

An isolated ion of composition C4H9NO and charge -1 (the ωB97M-V functional and the def2-TZVPD basis, OMol25).

Output
* net charge: -1
* highest occupied orbital energy (alpha / beta): 0.0374 / -0.1169 Ha
* expectation value of S²: 0.753
* Kohn-Sham gap (alpha / beta): 0.1223 / 0.2664 hartree
* spin multiplicity: 2

Geometry (Å):
1 C 0.302 0.172 -2.094
2 N -0.784 0.440 -1.124
3 C -0.196 -1.538 0.449
4 C -0.579 -0.015 0.220
5 C 0.546 0.706 0.880
6 O 0.688 0.627 2.096
7 H 1.193 -0.249 -1.592
8 H 0.067 -0.636 -2.858
9 H 0.665 1.058 -2.426
10 H -1.636 0.003 -1.459
11 H 0.006 -1.538 1.578
12 H -1.073 -2.153 0.179
13 H 0.562 -1.898 -0.180
14 H -1.560 0.172 0.767
15 H 1.325 1.203 0.356



Most stable pick: two. Distance to second place: 14.8 kcal/mol.